91
Properties=species:S:1:pos:R:3:forces:R:3 method="wB97M-V/def2-TZVPD" energy_ha=-3512.686500 gap_ev="4.6 / 6.4" e_lumo_ev="-1.38 / -1.36" multiplicity=3
Ti -1.001 -1.108 3.779 2.13 0.55 -0.06
C 1.650 1.434 5.213 -0.06 1.08 -0.72
C 1.322 1.655 3.928 -1.26 -0.54 1.19
C 1.963 1.237 2.650 0.68 0.83 -0.84
C 1.960 -0.209 2.114 -0.23 -0.24 0.28
C 1.499 -1.267 3.125 1.91 -0.99 -0.45
C 2.233 -1.428 4.300 -1.24 0.30 -0.25
C 3.284 -0.485 4.805 0.86 0.28 0.73
C 2.804 0.657 5.751 0.20 -0.49 0.44
C -2.370 -1.973 2.582 -0.30 -0.28 -0.68
H 1.033 1.966 5.952 0.15 -0.50 -0.23
H 0.348 2.161 3.795 0.62 0.04 0.09
H 2.995 1.591 2.636 0.15 -0.04 0.23
H 1.500 1.884 1.905 0.03 -0.10 -0.14
H 1.395 -0.269 1.179 -0.40 -0.03 0.28
H 2.972 -0.438 1.754 0.01 -0.12 0.36
H 1.347 -2.255 2.632 -0.87 0.55 0.43
H 1.971 -2.281 4.953 0.34 0.36 -0.50
H 3.895 -0.031 4.009 -0.51 -0.20 -0.12
H 4.027 -1.083 5.372 -0.43 0.20 -0.17
H 2.475 0.216 6.708 0.01 -0.05 -0.26
H 3.658 1.305 6.066 -0.48 -0.31 -0.50
H -3.180 -2.435 3.146 -0.15 -0.16 -0.40
H -1.627 -2.752 2.255 -0.58 0.22 0.04
H -2.695 -1.390 1.711 -0.18 -0.32 0.12
P -1.324 1.919 -4.230 -0.64 0.42 -0.38
P -0.665 -1.094 -4.935 -0.19 -0.30 -1.07
C 0.290 1.478 -4.905 1.01 -1.13 0.22
C 0.549 0.212 -5.308 -0.15 1.00 0.53
C -1.689 3.353 -5.376 0.01 -0.22 -0.21
C -0.696 4.055 -6.086 -0.42 0.28 0.18
C -1.036 5.194 -6.825 -0.07 -0.24 -0.01
C -2.373 5.568 -6.970 -0.04 -0.40 0.37
C -3.381 4.767 -6.409 0.34 0.08 -0.07
C -3.044 3.660 -5.627 0.38 0.13 0.19
C -0.770 2.647 -2.641 0.18 0.16 0.13
C -0.358 1.731 -1.652 -0.13 0.51 -0.06
C 0.002 2.180 -0.384 -0.06 0.02 0.01
C -0.058 3.543 -0.075 -0.03 0.16 -0.33
C -0.436 4.458 -1.070 0.05 -0.28 0.26
C -0.785 4.013 -2.350 0.11 -0.12 0.45
C -0.539 -1.829 -6.636 -0.17 0.11 -0.18
C -1.039 -1.065 -7.717 0.33 -0.63 0.21
C -0.935 -1.568 -9.015 -0.12 0.15 0.13
C -0.352 -2.816 -9.250 0.06 -0.18 0.29
C 0.152 -3.562 -8.182 -0.24 0.29 0.03
C 0.062 -3.065 -6.877 -0.03 -0.05 -0.22
C 0.335 -2.305 -4.015 0.03 -0.11 0.44
C -0.388 -3.346 -3.401 0.45 0.18 -0.10
C 0.278 -4.345 -2.701 0.30 -0.01 0.15
C 1.674 -4.295 -2.564 -0.17 0.22 -0.19
C 2.389 -3.249 -3.160 -0.07 -0.04 0.21
C 1.724 -2.247 -3.876 -0.07 -0.47 0.26
H 1.074 2.243 -4.834 -0.15 -0.27 -0.59
H 1.460 -0.090 -5.841 -0.09 0.34 0.38
H 0.339 3.711 -6.086 -0.31 0.31 0.23
H -0.245 5.781 -7.292 -0.25 -0.18 0.04
H -2.631 6.467 -7.521 0.01 -0.17 0.01
H -4.426 5.015 -6.584 0.20 -0.06 0.05
H -3.829 3.016 -5.209 0.35 0.38 -0.05
H -0.337 0.667 -1.878 -0.01 0.10 0.02
H 0.318 1.458 0.376 -0.20 0.28 -0.36
H 0.194 3.893 0.933 -0.08 -0.13 -0.45
H -0.465 5.524 -0.837 0.00 -0.29 -0.08
H -1.074 4.732 -3.114 0.01 -0.11 0.10
H -1.486 -0.083 -7.526 0.11 -0.35 -0.11
H -1.331 -0.985 -9.849 0.14 -0.17 0.22
H -0.304 -3.222 -10.260 0.01 0.17 0.20
H 0.598 -4.540 -8.345 -0.03 0.17 -0.07
H 0.473 -3.648 -6.044 -0.22 0.21 -0.41
H -1.475 -3.354 -3.468 0.19 -0.03 -0.04
H -0.288 -5.155 -2.235 0.18 0.25 -0.12
H 2.194 -5.054 -1.971 -0.17 0.27 -0.31
H 3.475 -3.200 -3.045 -0.34 -0.02 -0.04
H 2.285 -1.421 -4.307 -0.07 -0.24 0.06
O -0.773 -2.348 5.387 0.52 0.91 2.63
C -0.782 -1.329 6.203 -0.83 0.58 -2.85
O -0.956 -0.175 5.606 0.11 -1.44 1.98
C -0.773 -1.366 7.696 0.25 -0.30 0.17
C -1.566 -0.404 8.311 -0.28 0.26 0.13
C -1.742 -0.388 9.682 0.48 -0.15 -0.24
C -1.022 -1.297 10.459 0.10 -0.41 -1.69
C -0.183 -2.279 9.873 -0.39 0.77 0.55
C -0.067 -2.300 8.483 -0.41 0.33 -0.12
N -1.278 -1.154 11.860 -1.47 1.07 3.64
O -2.115 -0.252 12.156 1.82 -1.96 -0.16
O -0.749 -1.852 12.740 -0.39 0.73 -2.20
H -2.081 0.358 7.737 0.10 -0.28 -0.21
H -2.406 0.331 10.156 0.34 -0.28 -0.24
H 0.360 -2.977 10.515 -0.19 0.23 -0.25
H 0.572 -3.020 7.989 -0.07 -0.09 0.08


94
Properties=species:S:1:pos:R:3:forces:R:3 method="wB97M-V/def2-TZVPD" energy_ha=-5038.192966 gap_ev="4.6 / 4.7" charge=+1 e_lumo_ev="-3.87 / -3.84" e_above_lowest_kj_mol=459.9
Ir -0.456 -0.646 0.105 1.29 1.39 -0.19
O -1.862 -1.522 -1.032 -0.04 0.48 -0.13
C -2.322 -2.735 -0.886 0.24 -0.35 0.61
C -3.227 -3.193 -1.862 -0.19 -0.02 -0.10
C -3.804 -4.436 -1.778 0.20 0.14 0.11
C -3.499 -5.289 -0.708 -0.04 -0.18 0.05
C -2.612 -4.878 0.249 0.01 -0.05 0.05
C -1.983 -3.612 0.196 -0.43 0.24 -0.85
C -1.040 -3.307 1.207 0.72 0.33 0.39
N -0.345 -2.208 1.317 -0.31 -0.91 -0.80
N 0.423 -2.073 2.413 0.59 -0.36 1.63
C 1.156 -1.027 2.524 -0.76 0.26 -1.41
O 1.301 -0.152 1.444 -2.60 -0.67 1.36
C 1.724 -0.690 3.815 0.61 0.22 0.72
C 1.870 -1.675 4.802 -0.02 0.01 -0.30
C 2.361 -1.348 6.051 0.04 0.03 0.12
C 2.712 -0.035 6.342 -0.02 0.01 -0.14
C 2.568 0.947 5.372 -0.04 0.06 0.22
C 2.074 0.629 4.120 -0.22 -0.13 -0.22
H -3.456 -2.525 -2.683 0.01 0.04 0.02
H -4.497 -4.761 -2.542 0.00 0.01 -0.03
H -3.945 -6.272 -0.652 -0.03 0.02 0.04
H -2.379 -5.536 1.078 0.07 -0.01 -0.01
H -0.834 -4.068 1.954 -0.08 0.05 0.14
H 1.612 -2.697 4.561 -0.01 -0.02 0.03
H 2.476 -2.117 6.803 0.00 -0.02 -0.02
H 3.096 0.222 7.320 0.01 -0.01 0.01
H 2.827 1.972 5.600 0.02 0.00 -0.02
H 1.933 1.405 3.381 0.06 -0.02 -0.09
C 0.016 -0.312 -3.760 0.00 -0.02 -0.11
N 0.570 0.515 -2.654 -0.22 -0.43 0.01
P 1.562 -0.553 -1.693 0.02 2.08 1.00
C 2.932 -0.923 -2.865 -0.50 -1.11 0.02
C 3.384 0.084 -3.714 -0.18 0.11 0.03
C 4.467 -0.152 -4.541 0.04 -0.04 0.05
C 5.096 -1.391 -4.534 -0.01 0.01 -0.02
C 4.635 -2.397 -3.703 0.11 -0.02 0.04
C 3.557 -2.164 -2.859 -0.10 0.02 -0.03
C 2.452 0.501 -0.551 -0.46 -1.42 0.52
C 2.683 -0.191 0.740 2.73 0.68 -1.74
C 3.758 0.429 1.542 -0.52 -0.37 -0.18
C 4.192 1.690 1.281 -0.23 0.03 0.01
C 3.738 2.410 0.158 -0.09 0.17 -0.32
C 2.932 1.778 -0.770 0.19 0.60 0.27
P -0.600 1.092 -1.491 0.64 0.49 -0.44
C -0.078 2.783 -1.119 -0.08 -0.18 0.34
C -0.401 3.271 0.144 0.02 -0.10 -0.03
C -0.140 4.596 0.460 -0.02 0.03 -0.01
C 0.444 5.429 -0.483 0.00 0.01 0.07
C 0.793 4.934 -1.732 -0.01 0.01 -0.06
C 0.534 3.612 -2.053 -0.09 -0.04 -0.03
C -2.098 1.405 -2.475 -0.13 -0.35 0.31
C -2.039 2.089 -3.688 0.02 0.08 0.06
C -3.183 2.265 -4.445 0.00 0.03 -0.02
C -4.403 1.788 -3.984 0.00 -0.03 0.04
C -4.477 1.152 -2.755 -0.10 0.03 0.01
C -3.328 0.957 -2.003 0.10 -0.03 0.01
H 0.845 -0.653 -4.379 -0.03 0.03 -0.01
H -0.659 0.266 -4.379 0.03 0.02 -0.03
H -0.527 -1.191 -3.389 -0.03 0.03 0.00
H 2.880 1.040 -3.730 0.01 0.05 0.00
H 4.823 0.634 -5.193 -0.01 0.01 0.00
H 5.944 -1.568 -5.182 -0.01 -0.02 -0.02
H 5.115 -3.367 -3.713 0.00 0.00 0.05
H 3.203 -2.950 -2.203 -0.02 -0.03 -0.03
H 2.887 -1.261 0.580 -0.59 -0.07 0.43
H 4.160 -0.149 2.362 0.13 0.02 0.02
H 4.929 2.147 1.930 0.04 -0.05 0.02
H 4.088 3.417 -0.022 0.05 -0.02 -0.05
H 2.691 2.295 -1.688 0.00 -0.02 -0.06
H -0.844 2.602 0.875 0.01 0.04 0.03
H -0.394 4.980 1.439 0.01 0.00 0.01
H 0.634 6.466 -0.242 0.03 0.00 0.01
H 1.263 5.583 -2.459 0.01 0.00 0.00
H 0.819 3.216 -3.020 0.02 0.02 -0.02
H -1.096 2.484 -4.044 0.02 -0.01 -0.04
H -3.126 2.772 -5.399 0.01 0.03 0.01
H -5.295 1.917 -4.582 -0.01 0.02 0.00
H -5.432 0.799 -2.387 0.00 -0.01 0.01
H -3.372 0.441 -1.052 -0.03 -0.06 -0.05
C -2.094 -1.459 4.153 0.00 0.13 -0.18
As -2.601 -0.094 2.878 -1.20 -0.34 0.73
C -3.233 1.414 3.911 0.15 -0.13 -0.19
C -4.073 -0.734 1.799 0.22 0.06 0.12
O -1.363 0.445 1.919 0.90 -0.44 -1.72
H -2.909 -1.617 4.858 -0.05 0.08 -0.03
H -1.204 -1.118 4.684 0.00 0.01 -0.02
H -1.865 -2.390 3.641 -0.01 0.06 -0.01
H -4.062 1.116 4.551 0.02 -0.06 -0.01
H -3.558 2.198 3.230 0.00 -0.04 -0.04
H -2.412 1.790 4.519 0.02 -0.05 0.00
H -4.869 -1.124 2.432 0.01 0.00 0.03
H -3.718 -1.516 1.127 0.03 -0.01 0.04
H -4.448 0.102 1.210 0.01 0.01 0.02


Calculated max |F| in order - 4.06 3.31 eV Å⁻¹